Formula: C50H115NO24
Source: the OMol25 dataset
Level of theory: wB97M-V/def2-TZVPD

Geometry as XYZ:
```
190
Properties=species:S:1:pos:R:3:lowdin_charge:R:1
O -2.567 -8.958 -4.495 0.06
N -1.435 -9.035 -4.966 -0.37
O -1.005 -10.016 -5.465 0.10
C -0.545 -7.857 -4.784 -0.13
C -0.808 -6.988 -3.716 0.02
C 0.102 -5.937 -3.488 -0.08
C 1.167 -5.791 -4.280 -0.12
C 1.497 -6.629 -5.318 -0.05
C 0.685 -7.770 -5.460 0.00
H -1.637 -7.149 -3.042 0.12
H -0.032 -5.377 -2.574 0.11
H 1.855 -4.960 -4.235 0.11
H 2.363 -6.531 -5.956 0.11
H 0.940 -8.583 -6.124 0.11
C -3.670 10.726 -9.537 -0.11
O -3.482 9.882 -8.424 -0.15
C -4.677 9.625 -7.800 -0.25
C -4.579 8.425 -6.816 -0.20
O -4.386 7.138 -7.427 -0.18
C -4.448 6.053 -6.448 -0.09
H -3.742 10.292 -10.535 0.08
H -2.658 11.102 -9.689 0.09
H -4.444 11.475 -9.373 0.09
H -5.579 9.376 -8.359 0.13
H -4.898 10.533 -7.239 0.12
H -5.544 8.397 -6.308 0.11
H -3.870 8.676 -6.027 0.12
H -3.594 6.081 -5.771 0.08
H -4.374 5.110 -6.991 0.08
H -5.377 6.043 -5.879 0.08
C 2.829 10.374 1.724 -0.13
O 3.474 9.344 2.403 -0.18
C 3.910 8.278 1.608 -0.20
C 4.353 7.076 2.501 -0.22
O 5.276 6.225 1.893 -0.17
C 6.564 6.446 2.417 -0.12
H 3.437 10.617 0.852 0.08
H 2.615 11.243 2.346 0.09
H 1.876 10.125 1.257 0.08
H 4.767 8.507 0.975 0.12
H 3.090 7.874 1.013 0.12
H 3.484 6.557 2.906 0.12
H 4.740 7.468 3.442 0.11
H 7.386 5.833 2.047 0.09
H 6.623 6.255 3.488 0.09
H 6.802 7.473 2.141 0.09
C -4.496 7.689 2.733 -0.05
O -5.717 7.668 1.891 -0.21
C -6.932 8.189 2.466 -0.20
C -7.352 7.454 3.693 -0.21
O -6.655 7.700 4.898 -0.21
C -6.910 6.932 6.021 -0.13
H -3.765 7.281 2.034 0.09
H -4.580 6.934 3.514 0.07
H -4.441 8.637 3.269 0.09
H -7.751 8.187 1.747 0.12
H -6.861 9.271 2.573 0.12
H -7.288 6.379 3.522 0.13
H -8.357 7.839 3.869 0.13
H -7.968 6.839 6.262 0.08
H -6.449 7.366 6.908 0.09
H -6.632 5.895 5.833 0.09
C -9.013 -7.090 6.618 -0.10
O -8.196 -6.207 5.807 -0.17
C -8.694 -6.186 4.408 -0.20
C -8.086 -5.129 3.568 -0.23
O -7.946 -3.824 4.060 -0.14
C -9.088 -3.142 4.149 -0.18
H -8.433 -7.298 7.517 0.08
H -9.212 -7.998 6.049 0.08
H -9.930 -6.635 6.993 0.08
H -9.764 -6.140 4.209 0.12
H -8.423 -7.152 3.981 0.12
H -8.649 -5.171 2.635 0.13
H -7.074 -5.480 3.366 0.13
H -8.747 -2.126 4.349 0.10
H -9.660 -3.455 5.023 0.09
H -9.796 -3.123 3.321 0.09
C -12.669 2.370 -3.215 -0.12
O -12.167 1.305 -4.008 -0.15
C -11.451 0.426 -3.140 -0.25
C -10.805 -0.730 -3.780 -0.25
O -9.629 -0.369 -4.458 -0.17
C -8.807 -1.376 -5.049 -0.08
H -13.743 2.300 -3.388 0.08
H -12.435 3.404 -3.468 0.08
H -12.621 2.266 -2.131 0.08
H -12.077 0.064 -2.324 0.13
H -10.586 0.936 -2.717 0.13
H -11.611 -1.110 -4.406 0.13
H -10.722 -1.457 -2.972 0.13
H -7.829 -0.894 -5.045 0.09
H -9.143 -1.689 -6.037 0.09
H -8.734 -2.222 -4.365 0.08
C 0.234 -1.034 8.271 -0.08
O 0.777 0.185 8.813 -0.19
C 1.525 0.939 7.949 -0.25
C 1.967 2.329 8.540 -0.12
O 1.151 3.505 8.191 -0.21
C -0.235 3.536 8.383 -0.13
H 0.958 -1.676 7.770 0.09
H -0.695 -0.949 7.708 0.09
H 0.014 -1.519 9.222 0.09
H 1.007 1.070 6.999 0.12
H 2.457 0.470 7.634 0.11
H 2.843 2.629 7.966 0.11
H 2.187 2.243 9.604 0.12
H -0.609 2.589 8.772 0.08
H -0.602 3.598 7.359 0.09
H -0.654 4.297 9.042 0.08
C 9.399 -6.954 7.314 -0.11
O 10.179 -6.475 6.246 -0.20
C 10.511 -5.072 6.133 -0.19
C 9.358 -4.187 5.863 -0.22
O 9.120 -3.041 6.667 -0.19
C 10.028 -1.932 6.591 -0.09
H 9.604 -8.022 7.388 0.09
H 8.405 -6.576 7.556 0.09
H 10.003 -6.542 8.122 0.08
H 11.237 -4.795 5.368 0.13
H 11.013 -4.838 7.072 0.12
H 8.434 -4.764 5.900 0.13
H 9.583 -3.800 4.869 0.12
H 11.049 -2.206 6.858 0.08
H 9.670 -1.096 7.193 0.09
H 10.000 -1.559 5.567 0.08
C 4.820 -14.528 0.676 -0.09
O 4.373 -13.211 1.049 -0.23
C 3.559 -13.043 2.259 -0.15
C 3.107 -11.573 2.457 -0.27
O 4.058 -10.622 2.673 -0.15
C 4.691 -10.220 1.473 -0.09
H 5.466 -14.485 -0.201 0.09
H 3.942 -15.093 0.362 0.08
H 5.257 -15.042 1.532 0.08
H 4.083 -13.311 3.176 0.12
H 2.722 -13.737 2.174 0.12
H 2.445 -11.551 3.322 0.12
H 2.308 -11.349 1.751 0.12
H 5.262 -9.292 1.507 0.08
H 3.955 -10.105 0.678 0.09
H 5.475 -10.959 1.308 0.08
C 2.900 4.202 -10.772 -0.10
O 1.879 3.489 -10.140 -0.22
C 1.001 4.235 -9.258 -0.17
C 1.720 4.331 -7.897 -0.19
O 2.281 3.094 -7.389 -0.18
C 1.436 1.997 -7.477 -0.14
H 3.540 4.271 -9.893 0.09
H 2.587 5.125 -11.260 0.09
H 3.381 3.541 -11.494 0.09
H -0.013 3.919 -9.014 0.12
H 1.027 5.259 -9.631 0.11
H 1.079 4.593 -7.055 0.12
H 2.393 5.187 -7.861 0.12
H 0.769 1.861 -6.625 0.09
H 2.080 1.126 -7.594 0.09
H 0.862 1.936 -8.401 0.08
C 10.331 -0.684 -6.002 -0.06
O 9.751 -0.259 -4.716 -0.19
C 8.602 -0.960 -4.231 -0.20
C 8.437 -1.222 -2.709 -0.18
O 9.472 -1.998 -2.062 -0.17
C 10.637 -1.312 -1.808 -0.16
H 9.554 -0.635 -6.765 0.08
H 10.668 -1.720 -6.005 0.08
H 11.182 -0.047 -6.244 0.08
H 8.513 -1.950 -4.679 0.11
H 7.615 -0.538 -4.420 0.11
H 7.512 -1.725 -2.429 0.12
H 8.249 -0.262 -2.228 0.11
H 11.246 -1.047 -2.672 0.08
H 11.290 -1.879 -1.145 0.08
H 10.550 -0.438 -1.162 0.09
C -2.823 0.646 0.262 -0.06
O -1.428 0.227 0.322 -0.20
C -0.495 1.138 0.662 -0.26
C 0.789 0.311 0.620 -0.17
O 0.796 -0.776 1.567 -0.19
C 1.975 -1.474 1.889 -0.11
H -3.056 0.904 1.295 0.08
H -3.631 -0.086 0.237 0.09
H -2.928 1.545 -0.346 0.09
H -0.683 1.506 1.670 0.13
H -0.545 1.990 -0.015 0.13
H 1.596 0.968 0.945 0.12
H 0.978 -0.011 -0.404 0.12
H 2.810 -0.820 2.140 0.08
H 2.193 -2.082 1.011 0.09
H 1.889 -2.084 2.787 0.08
```

calculated total energy	-3833.63735	hartree
SMILES	O=[N+]([O-])c1ccccc1.COCCOC.COCCOC.COCCOC.COCCOC.COCCOC.COCCOC.COCCOC.COCCOC.COCCOC.COCCOC.COCCOC
lowest unoccupied orbital energy	-0.25	eV
charge	0
gap between HOMO and LUMO	9.180	eV